C6H10 | ωB97M-V with the def2-TZVPD basis set

Positions of all 16 atoms, in Å:
C1 0.95167 0.61944 -0.97566
C2 0.42911 -0.75684 -1.42335
H1 -1.18496 1.28634 0.84506
H2 -0.33487 -1.64932 1.17500
C3 -0.52242 0.28719 -0.96357
H3 0.68801 -1.62598 -0.82353
C4 -0.56332 0.42942 0.56530
H4 1.64204 0.22419 1.15211
H5 -2.00129 -1.06277 1.16667
H6 1.11250 1.89020 0.65845
C5 -0.96716 -0.78111 1.38800
H7 -0.89011 -0.58306 2.46318
H8 -1.28664 0.65073 -1.63668
C6 0.94327 0.80490 0.53286
H9 1.55630 1.21531 -1.65393
H10 0.42875 -0.94735 -2.50013

Calculated values
Orbital gap: 10.77 eV
SMILES: C[C@H]1C[C@H]2C[C@H]21
Net charge: 0

Taken from the Löwdin analysis, the atomic charges in e are: -0.22, -0.08, 0.13, 0.07, -0.22, 0.09, -0.32, 0.11, 0.08, 0.11, -0.07, 0.08, 0.13, -0.12, 0.12, 0.10


C6H10 | ωB97M-V with the def2-TZVPD basis set

Positions of all 16 atoms, in Å:
H1 -0.99498 -0.66533 -1.89545
H2 -1.16591 -1.07991 1.91797
C1 -1.14748 -0.24412 1.21081
H3 -0.03304 1.79713 -1.27606
C2 0.52217 2.06947 -0.35991
H4 1.35127 2.70636 -0.73178
H5 0.89216 -2.27071 0.33852
H6 1.39047 -1.39776 -1.03770
C3 0.94795 0.78676 0.19988
H7 1.77285 0.39826 0.78233
H8 0.00075 2.90382 0.12217
C4 0.01416 -0.30345 0.10194
H9 -1.03415 0.64699 1.84363
C5 -0.79544 -1.09658 -0.91195
H10 -2.11371 -0.18109 0.74034
C6 0.46662 -1.63089 -0.44227

Calculated values
Orbital gap: 5.44 eV
Net charge: 0

Taken from the Löwdin analysis, the atomic charges in e are: 0.08, 0.08, -0.02, 0.09, -0.09, 0.08, 0.10, 0.12, -0.05, 0.11, 0.09, -0.53, 0.07, -0.04, 0.05, -0.16


C6H10 | ωB97M-V with the def2-TZVPD basis set

Positions of all 16 atoms, in Å:
H1 -1.05678 1.96775 -0.52325
H2 -1.02572 -1.80572 -0.70351
H3 0.04441 -0.49051 2.11596
C1 1.36026 0.44531 -0.01199
H4 0.35796 -1.23692 -1.65879
C2 2.56182 0.42122 0.08884
H5 -0.40931 1.18643 1.79753
H6 -2.02088 0.50332 -0.77063
C3 -0.54185 0.15294 1.45336
C4 -1.01254 0.92857 -0.86272
C5 -0.03532 -1.34399 -0.64004
H7 3.62210 0.33732 0.17001
C6 -0.06909 0.06661 -0.01218
H8 0.64895 -2.00558 -0.10116
H9 -0.73979 0.91019 -1.92214
H10 -1.60443 -0.09584 1.55516

Calculated values
Orbital gap: 10.83 eV
SMILES: C#CC(C)(C)C
Net charge: 0

Taken from the Löwdin analysis, the atomic charges in e are: 0.08, 0.08, 0.09, -0.12, 0.09, 0.13, 0.09, 0.08, -0.06, -0.06, -0.06, 0.02, -0.62, 0.09, 0.08, 0.08


C6H10 | ωB97M-V with the def2-TZVPD basis set

Positions of all 16 atoms, in Å:
C1 -0.58730 0.56813 0.62027
H1 1.21504 1.32019 -0.14522
C2 0.83631 0.74833 0.63992
H2 -0.44604 -2.12363 0.20778
H3 -2.92529 0.70720 0.19248
C3 -1.91559 0.91057 -0.28408
H4 -0.18586 0.14100 -1.34664
H5 0.35942 -1.84882 -1.50865
C4 -0.71009 -0.21235 -0.57655
H6 2.17515 -1.21597 0.84839
H7 -1.71285 1.75383 -0.94591
H8 -1.02384 0.25803 1.70207
C5 0.09054 -1.36240 -0.36908
C6 1.47904 -0.55644 0.11053
H9 1.01192 1.13785 1.67384
H10 2.33944 -0.22552 -0.81916

Calculated values
Orbital gap: 9.75 eV
SMILES: C1C[C@H]2C[C@@H]2C1
Net charge: 0

Taken from the Löwdin analysis, the atomic charges in e are: -0.32, 0.08, -0.25, 0.10, 0.10, 0.08, 0.07, 0.16, -0.36, 0.12, 0.07, 0.18, -0.18, -0.14, 0.13, 0.17


C6H10 | ωB97M-V with the def2-TZVPD basis set

Positions of all 16 atoms, in Å:
H1 2.46091 -1.05286 1.02165
H2 2.32525 -1.20038 -0.73333
C1 2.14484 -0.52772 0.11544
C2 0.25372 1.11394 0.39794
H3 2.78617 0.34986 -0.02010
C3 0.70680 -0.11874 0.18170
H4 -1.97142 -0.26716 -1.33550
H5 -0.30001 -1.86632 -0.73664
H6 -0.58044 -1.60245 0.97827
C4 -1.67249 -0.18240 -0.28672
H7 -1.00775 1.74024 -1.01564
C5 -1.17160 1.26447 -0.04614
H8 -1.83691 1.91758 0.52790
C6 -0.45253 -1.08543 0.01797
H9 0.86454 1.98412 0.62505
H10 -2.54906 -0.46676 0.30815

Calculated values
Orbital gap: 9.70 eV
SMILES: CC1=CCCC1
Net charge: 0

Taken from the Löwdin analysis, the atomic charges in e are: 0.08, 0.08, -0.06, -0.08, 0.08, -0.31, 0.10, 0.11, 0.11, -0.17, 0.10, -0.19, 0.10, -0.15, 0.11, 0.10


C6H10 | ωB97M-V with the def2-TZVPD basis set

Positions of all 16 atoms, in Å:
H1 0.31839 0.90933 -2.31334
H2 -2.33757 -0.93169 -2.29401
C1 -1.99047 0.25356 -2.15928
H3 -0.37934 -0.59068 2.30406
H4 -0.94669 -0.23090 0.35822
C2 0.88473 -0.19753 2.52601
C3 1.24969 -0.05513 0.02415
H5 -2.80834 0.79130 -1.42754
H6 2.69046 -0.45297 1.42710
H7 0.67578 0.94262 3.14744
H8 -1.99225 0.64407 -3.25599
H9 1.91968 -0.16735 -0.90389
C4 -0.52646 0.31397 -1.65643
H10 1.66792 -0.97433 3.30458
C5 -0.11023 -0.00238 -0.40146
C6 1.68469 -0.25187 1.32037

Calculated values
Orbital gap: 8.77 eV
Net charge: 0

Taken from the Löwdin analysis, the atomic charges in e are: 0.15, 0.11, -0.16, 0.13, 0.11, -0.18, -0.14, 0.11, 0.05, 0.14, 0.07, 0.13, -0.20, 0.15, -0.20, -0.26


C6H10 | ωB97M-V with the def2-TZVPD basis set

Positions of all 16 atoms, in Å:
H1 2.46551 0.04372 0.29755
H2 -2.36295 0.84678 0.18961
H3 0.82121 -2.02302 -0.19306
H4 1.18376 0.60305 1.39477
C1 -0.91637 -0.76819 0.11368
H5 0.44489 1.74338 -0.63450
C2 1.60168 -0.27979 0.89403
H6 -1.61977 -1.60312 0.21503
H7 1.96295 -0.96429 1.67380
H8 -1.04492 1.12219 1.36210
C3 -0.15241 -0.35181 -1.13262
C4 -0.44102 1.12677 -0.84693
C5 -1.29373 0.68920 0.38163
H9 -0.18426 -0.82177 -2.11677
C6 0.57363 -0.98221 0.02324
H10 -1.03821 1.61909 -1.62158

Calculated values
Orbital gap: 10.69 eV
SMILES: C[C@H]1[C@H]2CC[C@@H]12
Net charge: 0

Taken from the Löwdin analysis, the atomic charges in e are: 0.08, 0.11, 0.13, 0.07, -0.20, 0.10, -0.06, 0.13, 0.08, 0.10, -0.20, -0.14, -0.15, 0.13, -0.27, 0.10


C6H10 | ωB97M-V with the def2-TZVPD basis set

Positions of all 16 atoms, in Å:
C1 1.98203 -0.44179 0.09749
C2 -1.76428 -0.09725 -0.11599
C3 -0.51817 -0.97081 -0.03160
H1 -2.61366 -0.46431 0.46888
H2 0.77116 2.14855 0.31824
H3 1.98377 -0.49655 1.19272
H4 -0.38244 -1.25306 1.02283
C4 -1.22325 1.22549 0.36112
H5 2.23474 -1.43575 -0.29045
C5 0.09463 1.30806 0.15529
H6 -0.55908 -1.87899 -0.63812
H7 0.65661 0.07309 -1.51354
C6 0.61525 -0.00550 -0.41385
H8 2.77111 0.25236 -0.21154
H9 -1.95893 1.89920 0.77668
H10 -2.11232 0.03092 -1.15314

Calculated values
Orbital gap: 10.36 eV
SMILES: C[C@@H]1C=CCC1
Net charge: 0

Taken from the Löwdin analysis, the atomic charges in e are: -0.08, -0.20, -0.18, 0.11, 0.11, 0.08, 0.12, -0.10, 0.08, -0.07, 0.11, 0.14, -0.39, 0.07, 0.10, 0.12


C6H10 | ωB97M-V with the def2-TZVPD basis set

Positions of all 16 atoms, in Å:
H1 -0.47008 -1.96662 1.36229
H2 -1.14944 -0.11102 -1.96114
H3 -0.11736 -2.43675 -1.27585
H4 2.10417 -0.10506 -0.25745
C1 -0.13334 -1.53788 -0.67543
C2 0.31064 -1.46746 0.75822
H5 1.97590 -0.58872 -0.81468
H6 -1.25420 2.32650 -0.98232
C3 -0.42450 0.62386 0.04824
H7 -1.51762 2.32753 0.76042
C4 0.25223 0.00464 1.04170
C5 -0.66847 -0.34912 -1.01782
C6 -0.79899 2.07300 -0.02218
H8 1.26332 -1.95155 0.98439
H9 0.65184 0.46937 1.93508
H10 0.07050 2.72330 0.11137

Calculated values
Orbital gap: 9.62 eV
SMILES: CC1=CCC=C1.[H][H]
Net charge: 0

Taken from the Löwdin analysis, the atomic charges in e are: 0.13, 0.11, 0.10, 0.08, -0.14, -0.24, 0.08, 0.07, -0.32, 0.08, -0.12, -0.08, -0.05, 0.11, 0.11, 0.08


C6H10 | ωB97M-V with the def2-TZVPD basis set

Positions of all 16 atoms, in Å:
H1 1.53428 -0.29330 -1.89400
C1 0.86731 -0.96749 -1.38451
H2 -2.21418 1.17659 0.27640
C2 -0.14727 -0.54610 -0.62665
C3 -1.18998 1.52808 0.26105
H3 -2.02969 -1.10727 0.35369
C4 -0.08744 0.80544 0.06010
H4 0.99861 -2.03063 -1.56737
H5 2.01951 1.28101 -0.14955
H6 -0.74246 -1.68132 1.10195
H7 -1.08387 -2.55051 -0.31228
C5 1.26196 1.12392 0.62475
H8 1.61269 0.28075 1.23158
C6 -1.06045 -1.52753 0.05206
H9 1.32879 1.98244 1.29575
H10 -1.06781 2.52592 0.67703

Calculated values
Orbital gap: 9.82 eV
SMILES: C=C(C)C(=C)C
Net charge: 0

Taken from the Löwdin analysis, the atomic charges in e are: 0.06, 0.04, 0.06, -0.33, 0.05, 0.07, -0.34, 0.06, 0.08, 0.09, 0.07, -0.07, 0.09, -0.07, 0.08, 0.06


C6H10 | ωB97M-V with the def2-TZVPD basis set

Positions of all 16 atoms, in Å:
H1 -1.51541 -1.21322 0.36196
H2 -0.50999 0.53778 1.95713
C1 1.47739 -0.25833 0.01201
C2 1.01766 -1.39628 -0.83857
H3 -1.98954 0.10087 -0.69808
H4 1.82060 -0.24040 1.03777
C3 -1.33217 0.74184 1.26184
C4 -1.24851 -0.19369 0.05654
H5 1.45506 -1.54548 -1.82987
C5 0.11757 -0.23471 -0.56477
H6 -2.27436 0.60617 1.80236
H7 0.88985 1.82757 -0.42030
H8 0.76501 -2.32048 -0.31641
H9 -1.26691 1.79382 0.96293
H10 1.51552 0.93215 -1.89249
C6 1.07821 0.86240 -0.89206

Calculated values
Orbital gap: 10.16 eV
SMILES: CC[C@]12C[C@H]1C2
Net charge: 0

Taken from the Löwdin analysis, the atomic charges in e are: 0.11, 0.07, -0.18, -0.06, 0.11, 0.13, -0.10, -0.19, 0.10, -0.37, 0.07, 0.10, 0.11, 0.07, 0.10, -0.06


C6H10 | ωB97M-V with the def2-TZVPD basis set

Positions of all 16 atoms, in Å:
H1 -1.03926 1.57326 0.26638
H2 1.70962 0.85402 0.24044
H3 1.64821 -1.32851 -0.80584
C1 -0.48301 0.63224 0.36290
H4 -2.28505 -0.66353 -0.19206
H5 1.30824 -0.40909 -2.27219
C2 -0.29102 0.35517 1.86246
C3 -0.46006 -1.12560 -1.22453
C4 -1.22987 -0.46198 -0.36750
C5 0.85274 0.70586 -0.42435
H6 -1.23502 0.07392 2.34298
H7 -0.79304 -1.95542 -1.84204
H8 0.09211 1.24619 2.37647
H9 0.42147 -0.46312 2.02653
H10 0.82917 1.56614 -1.09950
C6 0.95478 -0.59955 -1.25015

Calculated values
Orbital gap: 10.28 eV
SMILES: C[C@@H]1C=CCC1
Net charge: 0

Taken from the Löwdin analysis, the atomic charges in e are: 0.13, 0.10, 0.11, -0.37, 0.10, 0.10, -0.08, -0.10, -0.08, -0.16, 0.07, 0.10, 0.07, 0.08, 0.11, -0.19


| no. | highest occupied orbital energy (eV) | maximum force (eV/A) |
| --- | --- | --- |
| 1 | -9.5 | 1.36 |
| 2 | -6.7 | 2.86 |
| 3 | -9.9 | 0.54 |
| 4 | -8.6 | 6.20 |
| 5 | -8.6 | 0.72 |
| 6 | -8.1 | 4.57 |
| 7 | -9.5 | 0.61 |
| 8 | -9.1 | 0.80 |
| 9 | -8.4 | 0.57 |
| 10 | -8.8 | 1.89 |
| 11 | -9.0 | 0.25 |
| 12 | -9.1 | 0.22 |